1.
Here is a structure of composition C25H21CaCl2N8O2 from the Open Molecules 2025 dataset. Energies are from ωB97M-V with the def2-TZVPD basis set.

Each line ends with the Löwdin charge.
Positions of all 59 atoms, in Å:
Ca  1.432  -1.562  0.549  1.47
Cl  0.914  4.124  -4.199  0.73
Cl  -1.801  -0.170  -2.377  0.74
O  2.052  0.265  -0.552  -0.15
O  1.453  0.397  1.565  -0.17
N  5.441  -2.285  2.106  0.15
N  1.909  -2.448  2.812  0.03
N  0.039  2.198  -2.118  0.06
N  -5.045  -2.095  0.362  0.15
N  5.887  -2.344  0.842  0.05
N  3.736  -2.385  0.650  0.03
N  -0.890  -2.112  0.617  -0.11
N  2.800  -2.013  5.404  0.11
C  -2.702  3.234  0.149  -0.09
C  -2.023  3.370  1.349  -0.09
C  4.869  -2.398  -0.019  -0.12
C  1.722  0.951  0.457  -0.66
C  -1.692  1.647  -5.916  -0.07
C  -1.449  0.972  -3.633  -0.58
C  -1.628  -1.108  1.124  -0.16
C  -2.029  0.796  -4.878  -0.10
C  1.532  2.457  0.351  -0.04
C  4.138  -2.312  1.956  -0.31
C  3.646  -2.038  4.385  -0.04
C  -2.933  -3.161  -0.070  -0.01
C  -0.657  3.133  1.383  -0.04
C  -0.774  2.663  -5.707  -0.10
C  1.063  -2.416  3.838  -0.09
C  -0.658  2.598  -0.967  -0.20
C  -0.227  2.841  -4.450  -0.57
C  1.514  -2.208  5.134  -0.08
C  -3.700  -2.103  0.452  -0.31
C  -0.558  2.018  -3.367  -0.31
C  0.044  2.751  0.246  -0.15
C  3.205  -2.268  3.084  -0.20
C  -2.997  -1.056  1.073  -0.01
C  -1.566  -3.115  0.034  -0.15
C  -2.029  2.858  -1.000  -0.04
H  -3.764  3.441  0.098  0.11
H  0.978  2.558  -2.179  0.09
H  -0.973  -3.926  -0.375  0.11
H  4.983  -2.440  -1.091  0.14
H  0.012  -2.558  3.620  0.11
H  -2.722  -0.020  -5.027  0.11
H  -2.133  1.510  -6.893  0.11
H  -5.536  -2.826  -0.119  0.11
H  4.696  -1.873  4.591  0.12
H  6.876  -2.343  0.652  0.17
H  -5.578  -1.314  0.697  0.11
H  -0.114  3.248  2.313  0.12
H  -2.566  2.778  -1.936  0.11
H  0.822  -2.190  5.967  0.12
H  1.918  2.909  1.263  0.13
H  -2.544  3.681  2.245  0.10
H  -3.517  -0.202  1.486  0.12
H  -0.486  3.331  -6.508  0.11
H  2.100  2.846  -0.494  0.12
H  -1.081  -0.287  1.582  0.11
H  -3.408  -4.000  -0.561  0.12

For the total energy, the calculation gives -85765.4705 eV. The relative energy (zero: lowest compared OMol25 entry of this formula, charge and spin) is 8.5 kcal per mole. Its HOMO energy is -9.9 eV. As for the charge: +1.

=====

2.
Here is a structure of composition C25H21Cl6N5O8STi from the Open Molecules 2025 dataset. Energies are from ωB97M-V with the def2-TZVPD basis set.

Each line ends with the Löwdin charge.
Positions of all 67 atoms, in Å:
Ti  0.156  0.658  -1.031  1.01
Cl  0.936  -2.109  -0.351  0.81
Cl  -4.370  -2.958  2.736  0.73
Cl  -1.218  -3.714  6.137  0.68
Cl  0.451  -4.827  1.191  0.73
Cl  -2.222  -5.219  2.769  0.71
Cl  -3.839  -0.322  1.115  0.77
S  1.887  -0.256  -2.884  0.72
O  0.971  0.143  2.284  -0.07
O  1.751  0.949  -0.133  -0.22
O  0.066  2.220  -2.093  -0.23
O  -5.026  0.779  -5.665  -0.02
O  -1.266  3.531  -3.321  0.15
O  -1.178  -0.225  -0.064  -0.26
O  3.692  1.654  0.675  0.11
O  -4.952  -1.477  -5.409  -0.03
N  4.426  0.583  -2.579  0.05
N  0.169  3.392  0.488  0.03
N  2.975  2.205  -2.554  0.06
N  -0.558  2.165  0.438  -0.10
N  -1.124  0.081  -2.681  -0.04
C  -2.734  -1.274  -3.775  0.04
C  -2.899  -2.755  1.881  -0.69
C  -0.742  -3.597  1.207  -0.70
C  0.534  -0.784  3.215  -0.22
C  -1.445  -1.374  0.537  -0.42
C  -0.974  2.437  -2.939  -0.48
C  -2.664  -1.573  1.188  -0.60
C  -3.317  -0.160  -4.366  -0.06
C  -2.759  1.091  -4.107  0.09
C  -0.540  -2.594  4.999  -0.67
C  -0.511  -2.406  0.537  -0.58
C  -1.274  0.899  3.725  -0.02
C  3.127  0.897  -2.647  -0.78
C  2.654  1.054  0.812  -0.52
C  -4.562  -0.307  -5.289  -0.69
C  0.612  -2.921  4.313  -0.11
C  -1.661  1.158  -3.282  -0.17
C  -1.156  -1.367  4.803  -0.06
C  5.231  1.731  -2.154  -0.11
C  2.365  0.262  2.075  -0.07
C  -1.938  -3.768  1.900  -0.70
C  1.151  -2.009  3.415  -0.02
C  -1.656  -1.120  -2.927  -0.09
C  -0.624  -0.441  3.917  -0.19
C  4.238  2.898  -2.321  -0.10
H  5.527  1.615  -1.112  0.11
H  -1.197  -1.964  -2.425  0.11
H  -0.446  1.678  1.324  0.06
H  -0.531  1.699  3.734  0.09
H  1.084  -3.881  4.469  0.11
H  4.182  3.516  -1.428  0.12
H  -1.994  1.091  4.518  0.09
H  4.695  -0.375  -2.435  0.14
H  -0.374  4.090  0.986  0.09
H  -3.163  -2.244  -3.990  0.12
H  2.841  -0.710  1.921  0.13
H  0.272  3.703  -0.473  0.07
H  -3.196  1.971  -4.559  0.14
H  -2.052  -1.125  5.359  0.12
H  2.056  2.625  -2.560  0.12
H  -1.557  2.300  0.277  0.13
H  -1.819  0.945  2.779  0.05
H  6.111  1.848  -2.782  0.12
H  2.848  0.754  2.921  0.15
H  2.041  -2.288  2.870  0.11
H  4.485  3.522  -3.181  0.12

For the total energy, the calculation gives -159186.3836 eV. The relative energy (zero: lowest compared OMol25 entry of this formula, charge and spin) is 14.3 kcal per mole. Its HOMO energy is -7.8 eV.